(1)
The following is a DFT calculation (ωB97M-V with the def2-TZVPD basis set) of a cluster of 9 separate species, C36H53N9 in total.

Output
total energy = -51596.89927 eV
structure (SMILES) = c1cc[nH]c1.c1cc[nH]c1.c1cc[nH]c1.c1cc[nH]c1.c1cc[nH]c1.CCCC#N.CCCC#N.CCCC#N.CCCC#N
HOMO = -8.15 eV
relative energy (zero: lowest compared OMol25 entry of this formula, charge and spin) = 76.8 kcal per mole
HOMO-LUMO gap = 0.3063 Eh

ORCA input file:
```
! RIJCOSX wB97M-V def2-TZVPD def2/J DEFGRID3
* xyz 0 1
C 9.711 20.414 -5.685
C 9.080 19.234 -5.586
C 9.090 18.683 -6.804
N 9.793 19.461 -7.707
C 10.111 20.615 -6.977
H 9.804 21.087 -4.846
H 8.684 18.777 -4.691
H 8.772 17.720 -7.178
H 9.905 19.410 -8.710
H 10.528 21.394 -7.598
C 6.052 14.520 10.235
C 6.182 14.795 8.853
C 5.003 15.361 8.463
N 4.103 15.332 9.513
C 4.745 14.771 10.580
H 6.765 14.082 10.917
H 7.092 14.635 8.293
H 4.722 15.941 7.596
H 3.270 15.902 9.537
H 4.177 14.812 11.498
C 3.333 23.318 -2.835
C 3.759 24.598 -2.464
C 2.743 25.163 -1.667
N 1.644 24.316 -1.690
C 1.999 23.147 -2.288
H 3.848 22.572 -3.421
H 4.710 24.985 -2.798
H 2.705 26.121 -1.169
H 0.690 24.595 -1.507
H 1.389 22.259 -2.361
C 5.001 27.699 11.607
C 5.554 29.008 11.878
C 6.565 29.240 10.992
N 6.760 28.107 10.236
C 5.832 27.144 10.593
H 4.188 27.201 12.115
H 5.245 29.762 12.587
H 7.212 30.099 10.899
H 7.436 28.028 9.489
H 5.839 26.142 10.189
C 2.960 21.281 12.480
C 3.549 20.789 13.631
C 2.693 20.978 14.702
N 1.609 21.759 14.288
C 1.792 21.847 12.910
H 3.321 21.266 11.462
H 4.411 20.139 13.646
H 2.780 20.697 15.742
H 0.808 22.039 14.837
H 0.980 22.292 12.355
C 13.418 18.446 -0.038
C 14.494 18.721 1.072
C 14.168 17.946 2.389
C 15.135 18.173 3.441
N 15.890 18.253 4.321
H 12.384 18.569 0.286
H 13.543 17.554 -0.652
H 13.698 19.167 -0.806
H 14.633 19.798 1.159
H 15.483 18.423 0.722
H 14.197 16.882 2.157
H 13.246 18.264 2.876
C 6.090 21.952 4.352
C 5.927 21.982 2.839
C 6.879 21.054 2.077
C 6.466 19.687 2.401
N 6.189 18.599 2.574
H 5.676 21.029 4.757
H 5.451 22.731 4.768
H 7.118 22.178 4.636
H 6.216 22.969 2.478
H 4.923 21.892 2.423
H 7.923 21.167 2.369
H 6.751 21.295 1.022
C 9.885 30.846 -0.019
C 9.659 29.443 -0.687
C 9.773 29.523 -2.111
C 11.037 29.969 -2.647
N 12.050 30.276 -3.111
H 9.964 30.692 1.057
H 9.091 31.577 -0.170
H 10.849 31.262 -0.315
H 8.759 28.907 -0.385
H 10.397 28.747 -0.286
H 8.946 30.071 -2.561
H 9.586 28.523 -2.502
C 3.979 29.553 4.439
C 2.474 29.917 4.426
C 2.072 31.351 3.901
C 2.639 31.640 2.525
N 3.102 31.820 1.506
H 4.153 28.477 4.419
H 4.468 29.924 5.339
H 4.330 29.752 3.426
H 2.020 29.688 5.391
H 2.052 29.178 3.746
H 2.529 32.175 4.450
H 0.990 31.471 3.846
*
```

(2)
The following is a DFT calculation (ωB97M-V with the def2-TZVPD basis set) of a structure of composition C36H54BrFIN6O3P.

Output
total energy = -143433.57922 eV
HOMO = -8.11 eV
HOMO-LUMO gap = 0.2970 Eh

ORCA input file:
```
! RIJCOSX wB97M-V def2-TZVPD def2/J DEFGRID3
* xyz 0 1
C 2.779 -0.215 3.071
C 4.331 -0.485 3.106
C 5.174 0.259 1.980
C 4.458 1.545 1.363
C 3.653 1.065 0.086
C 2.245 1.766 -0.107
C 1.456 0.896 -1.212
C 0.705 1.802 -2.271
C -0.721 1.272 -2.689
F -1.422 1.011 -1.496
O -0.708 0.215 -3.632
C -0.682 -1.082 -3.061
O 0.338 -1.821 -3.830
C 1.475 -1.931 -3.083
N 2.208 -2.274 -2.262
C -2.095 -1.865 -3.320
N -3.102 -1.027 -3.990
I -1.720 -3.469 -4.813
N -2.620 -2.565 -2.125
C -2.817 -1.679 -0.955
O -3.764 -0.626 -1.159
C -4.772 -0.588 -0.195
C -6.155 -0.622 -0.721
C -7.351 -0.546 0.120
C -8.739 -0.545 -0.604
C -7.152 -0.444 1.569
C -5.777 -0.409 2.117
C -4.586 -0.474 1.259
C -3.156 -0.382 1.890
C -3.149 -0.275 3.468
C -2.457 0.954 1.347
P -1.577 -3.873 -1.557
N -2.259 -5.283 -1.847
C -1.523 2.474 -3.407
Br -2.205 3.672 -1.991
C -0.686 3.207 -4.514
C -1.590 4.436 -5.031
H 2.330 -0.292 2.038
H 2.222 -0.916 3.752
H 2.589 0.850 3.404
H 4.755 -0.169 4.098
H 4.519 -1.592 2.988
H 5.359 -0.477 1.144
H 6.157 0.603 2.395
H 3.805 2.086 2.088
H 5.285 2.211 0.990
H 4.243 1.209 -0.871
H 3.436 -0.047 0.117
H 2.328 2.799 -0.558
H 1.618 1.747 0.825
H 2.262 0.345 -1.777
H 0.768 0.202 -0.658
H 0.557 2.811 -1.782
H 1.335 1.958 -3.194
H -0.333 -1.139 -2.001
H -3.223 -0.134 -3.504
H -2.767 -0.806 -4.933
H -3.227 -2.332 -0.125
H -1.877 -1.217 -0.532
H -6.295 -0.690 -1.834
H -8.914 0.524 -0.934
H -8.750 -1.167 -1.533
H -9.540 -0.795 0.135
H -8.042 -0.361 2.231
H -5.720 -0.317 3.232
H -2.542 -1.286 1.604
H -3.657 -1.144 3.968
H -2.123 -0.069 3.869
H -3.779 0.632 3.719
H -1.367 0.803 1.128
H -2.597 1.724 2.162
H -3.006 1.347 0.454
H -0.277 -3.814 -2.138
H -1.396 -3.763 -0.132
H -3.140 -5.069 -2.339
H -2.423 1.982 -3.880
H -0.553 2.551 -5.418
H 0.265 3.670 -4.155
H -2.677 4.157 -4.888
H -1.433 5.312 -4.336
H -1.374 4.715 -6.091
N 5.853 3.877 2.764
C 6.279 4.879 1.989
C 6.876 6.032 2.475
C 7.040 6.156 3.845
C 6.605 5.132 4.671
C 6.024 4.019 4.083
H 6.126 4.737 0.923
H 7.204 6.811 1.799
H 7.501 7.042 4.265
H 6.716 5.194 5.746
H 5.671 3.190 4.687
N 0.949 -6.192 -0.237
C 0.989 -7.141 0.704
C 1.664 -7.010 1.907
C 2.343 -5.829 2.153
C 2.320 -4.829 1.195
C 1.612 -5.057 0.025
H 0.447 -8.050 0.465
H 1.659 -7.814 2.633
H 2.884 -5.688 3.082
H 2.839 -3.892 1.351
H 1.563 -4.301 -0.753
*
```

(3)
The following is a DFT calculation (ωB97M-V with the def2-TZVPD basis set) of the ion C36H54N11O6 with charge +1.

Output
total energy = -66878.91382 eV
HOMO = -10.56 eV
relative energy (zero: lowest compared OMol25 entry of this formula, charge and spin) = 0.0 kcal per mole
HOMO-LUMO gap = 0.3367 Eh

ORCA input file:
```
! RIJCOSX wB97M-V def2-TZVPD def2/J DEFGRID3
* xyz 1 1
C -7.148 -2.800 0.090
C -6.377 -2.047 -0.429
C -5.437 -1.089 -0.988
H -5.941 -0.496 -1.767
H -4.590 -1.625 -1.428
O -4.878 -0.226 -0.002
C -5.814 0.686 0.543
H -6.138 1.391 -0.235
H -6.689 0.147 0.924
C -5.158 1.449 1.687
O -4.058 2.174 1.175
C -3.526 3.126 2.076
H -3.237 2.636 3.015
C -2.329 3.800 1.398
O -1.285 2.908 1.059
C -0.211 2.778 1.982
C -0.520 1.842 3.165
N -1.107 0.612 2.693
C -0.341 -0.389 2.195
N 0.870 -0.561 2.689
C 1.568 -1.559 2.133
N 2.828 -1.765 2.579
C 3.779 -2.442 1.727
H 4.346 -3.167 2.315
C 4.730 -1.376 1.114
N 4.080 -0.087 1.209
C 3.164 0.405 0.355
O 2.447 1.350 0.642
C 3.100 -0.178 -1.066
N 1.721 -0.239 -1.464
C 0.773 0.717 -1.409
C -0.385 0.060 -1.776
N -0.063 -1.223 -2.043
N 1.190 -1.389 -1.854
C -1.803 0.520 -1.750
N -2.212 0.563 -0.317
H -1.733 -0.235 0.263
H -1.914 1.464 0.103
H -2.408 -0.237 -2.258
C -2.006 1.888 -2.421
C -1.567 1.796 -3.882
H -0.564 1.382 -3.956
H -1.559 2.778 -4.343
H -2.242 1.155 -4.443
C -3.468 2.339 -2.302
C -3.701 3.737 -2.865
H -4.714 4.065 -2.643
H -3.008 4.449 -2.421
H -3.573 3.760 -3.943
H -3.764 2.348 -1.252
H -4.105 1.628 -2.833
H -1.372 2.616 -1.904
H 0.975 1.725 -1.124
H 3.454 -1.208 -1.124
C 3.932 0.724 -2.001
C 5.382 0.658 -1.608
C 6.208 -0.330 -2.126
C 7.528 -0.432 -1.725
C 8.042 0.457 -0.787
C 7.217 1.451 -0.264
C 5.904 1.546 -0.675
H 5.277 2.326 -0.270
H 7.631 2.140 0.454
O 9.321 0.393 -0.349
H 9.806 -0.299 -0.814
H 8.163 -1.199 -2.145
H 5.822 -1.024 -2.858
H 3.797 0.377 -3.028
H 3.565 1.749 -1.923
C 4.018 0.365 2.589
H 3.371 1.241 2.620
C 3.438 -0.786 3.449
H 4.225 -1.291 4.012
H 2.679 -0.414 4.134
H 5.022 0.642 2.918
H 5.006 -1.616 0.090
H 5.653 -1.305 1.694
H 3.212 -2.966 0.957
N 1.091 -2.402 1.222
C -0.174 -2.210 0.847
N -0.912 -1.146 1.243
N -0.737 -3.108 0.041
C -2.108 -3.029 -0.407
H -2.646 -2.298 0.195
H -2.111 -2.743 -1.465
C -2.761 -4.410 -0.246
O -2.035 -5.401 -0.925
C -0.721 -5.493 -0.426
H -0.229 -6.278 -1.000
C 0.026 -4.166 -0.585
H 1.004 -4.211 -0.112
H 0.140 -3.924 -1.647
H -0.744 -5.778 0.637
H -3.765 -4.410 -0.674
H -2.826 -4.656 0.825
H -3.238 0.465 -0.207
H -2.014 0.704 2.258
H 0.413 1.596 3.671
H -1.203 2.310 3.878
H 0.609 2.348 1.401
H 0.092 3.763 2.351
H -2.672 4.226 0.450
H -1.957 4.605 2.038
H -4.277 3.893 2.308
H -5.897 2.130 2.127
H -4.820 0.746 2.462
H -7.826 -3.483 0.509
*
```

(4)
The following is a DFT calculation (ωB97M-V with the def2-TZVPD basis set) of a cluster of 18 separate species, C36H54N18 in total.

Output
total energy = -65024.64476 eV
HOMO = -11.37 eV
relative energy (zero: lowest compared OMol25 entry of this formula, charge and spin) = 0.0 kcal per mole
HOMO-LUMO gap = 0.4213 Eh

ORCA input file:
```
! RIJCOSX wB97M-V def2-TZVPD def2/J DEFGRID3
* xyz 0 1
C -4.969 -25.191 -13.692
C -5.298 -26.521 -14.166
N -5.624 -27.572 -14.457
H -4.126 -24.740 -14.209
H -4.813 -25.142 -12.632
H -5.862 -24.565 -13.835
C -8.248 -23.184 -10.666
C -8.583 -23.295 -12.092
N -8.893 -23.404 -13.231
H -7.960 -22.141 -10.474
H -7.434 -23.866 -10.395
H -9.140 -23.391 -10.085
C -11.509 -21.245 -12.079
C -11.361 -21.841 -10.801
N -11.221 -22.376 -9.799
H -12.528 -20.864 -12.213
H -11.267 -21.893 -12.924
H -10.905 -20.343 -12.148
C -6.370 -25.305 -6.247
C -5.182 -24.871 -5.557
N -4.267 -24.544 -4.992
H -6.255 -26.368 -6.494
H -6.422 -24.746 -7.163
H -7.118 -25.218 -5.493
C -3.416 -22.902 -8.687
C -2.738 -23.540 -9.795
N -2.183 -24.164 -10.557
H -2.836 -22.016 -8.391
H -3.552 -23.556 -7.840
H -4.377 -22.475 -8.991
C -10.002 -20.759 -7.906
C -9.821 -19.673 -8.814
N -9.711 -18.811 -9.567
H -9.687 -20.400 -6.932
H -9.469 -21.657 -8.183
H -11.032 -21.045 -7.850
C -5.882 -16.467 -7.402
C -4.723 -16.721 -6.540
N -3.811 -16.862 -5.912
H -6.474 -17.397 -7.495
H -5.612 -16.146 -8.416
H -6.483 -15.684 -6.902
C -5.060 -11.310 -8.941
C -5.661 -12.593 -9.376
N -6.194 -13.574 -9.642
H -4.071 -11.265 -9.393
H -4.978 -11.330 -7.872
H -5.671 -10.432 -9.224
C -4.899 -16.212 -13.144
C -4.950 -17.642 -13.448
N -4.928 -18.797 -13.679
H -4.007 -16.005 -12.513
H -5.773 -15.936 -12.548
H -4.789 -15.616 -14.043
C -1.528 -17.419 -14.958
C -1.891 -18.599 -15.731
N -2.026 -19.553 -16.388
H -2.364 -17.189 -14.307
H -1.441 -16.560 -15.586
H -0.609 -17.553 -14.363
C -5.892 -19.792 -10.196
C -5.131 -18.546 -10.281
N -4.544 -17.568 -10.309
H -6.867 -19.648 -10.688
H -6.083 -20.031 -9.124
H -5.341 -20.582 -10.694
C -6.986 -21.371 -14.763
C -7.678 -20.586 -13.724
N -8.308 -20.028 -12.976
H -7.497 -22.325 -14.888
H -5.960 -21.583 -14.561
H -7.018 -20.763 -15.668
C -0.804 -19.690 -11.107
C -1.251 -19.703 -9.731
N -1.612 -19.689 -8.625
H -0.704 -20.705 -11.475
H 0.111 -19.136 -11.284
H -1.594 -19.272 -11.738
C -8.924 -15.937 -10.746
C -9.885 -15.145 -11.566
N -10.629 -14.448 -12.140
H -8.221 -16.488 -11.361
H -9.534 -16.630 -10.160
H -8.340 -15.332 -10.064
C -1.974 -22.024 -14.342
C -2.936 -21.922 -13.285
N -3.687 -21.823 -12.447
H -1.198 -21.280 -14.172
H -2.465 -21.811 -15.280
H -1.583 -23.047 -14.283
C -1.780 -16.286 -8.429
C -1.136 -16.377 -9.798
N -0.624 -16.451 -10.828
H -2.170 -17.245 -8.124
H -2.532 -15.515 -8.458
H -0.968 -15.995 -7.757
C -2.981 -20.186 -5.425
C -4.190 -20.374 -6.297
N -5.066 -20.657 -7.024
H -3.011 -20.987 -4.673
H -2.976 -19.236 -4.903
H -2.096 -20.246 -6.064
C -10.717 -17.711 -13.583
C -11.120 -18.868 -14.475
N -11.425 -19.789 -15.143
H -10.527 -16.853 -14.230
H -9.796 -18.004 -13.082
H -11.520 -17.487 -12.861
*
```